No. 1
Molecular formula: C36H66Br2ClF6N12P
Method: DFT, wB97M-V/def2-TZVPD

CARTESIAN COORDINATES (ANGSTROEM)
C 4.120 4.511 -0.440
C 5.287 3.757 0.133
N 4.925 2.696 1.124
C 3.770 2.023 1.270
C 3.980 1.066 2.191
N 5.257 1.241 2.655
C 5.785 2.238 2.001
C 5.956 0.431 3.725
H 3.599 5.219 0.204
H 3.329 3.886 -0.866
H 4.532 5.028 -1.307
H 5.873 4.441 0.753
H 5.902 3.302 -0.638
H 2.958 2.247 0.603
H 3.355 0.338 2.668
H 6.774 2.644 2.116
H 6.599 -0.259 3.192
H 5.190 0.024 4.380
H 6.474 1.096 4.412
C -1.231 -3.613 -7.772
C -1.111 -4.544 -6.581
N -1.839 -4.023 -5.375
C -1.432 -2.928 -4.649
C -2.162 -2.916 -3.559
N -3.113 -3.899 -3.667
C -2.858 -4.563 -4.770
C -3.985 -4.492 -2.610
H -0.828 -2.628 -7.549
H -2.258 -3.541 -8.137
H -0.665 -3.976 -8.632
H -0.060 -4.648 -6.269
H -1.356 -5.599 -6.717
H -0.651 -2.290 -5.004
H -2.072 -2.349 -2.646
H -3.339 -5.462 -5.114
H -4.094 -5.546 -2.857
H -4.949 -4.004 -2.704
H -3.507 -4.469 -1.638
C -2.274 4.526 4.155
C -3.383 4.674 5.206
N -3.594 6.086 5.572
C -4.412 6.950 4.872
C -4.395 8.105 5.552
N -3.498 7.973 6.567
C -3.009 6.750 6.529
C -3.205 9.033 7.509
H -2.358 5.278 3.353
H -2.174 3.510 3.801
H -1.298 4.884 4.515
H -2.997 4.186 6.101
H -4.318 4.273 4.836
H -5.032 6.618 4.066
H -4.936 9.017 5.375
H -2.344 6.339 7.267
H -4.105 9.186 8.107
H -3.049 9.973 6.990
H -2.360 8.784 8.132
C 5.073 -6.991 -0.236
C 3.711 -6.474 -0.686
N 2.874 -6.185 0.489
C 2.392 -7.198 1.246
C 1.453 -6.657 2.046
N 1.446 -5.336 1.832
C 2.298 -5.081 0.853
C 0.548 -4.382 2.491
H 4.980 -7.874 0.391
H 5.541 -6.203 0.361
H 5.705 -7.146 -1.102
H 3.250 -7.191 -1.347
H 3.903 -5.518 -1.160
H 2.663 -8.228 1.141
H 0.884 -7.185 2.791
H 2.558 -4.119 0.459
H -0.418 -4.713 2.098
H 0.599 -3.384 2.059
H 0.615 -4.319 3.567
C 1.211 -1.291 -2.355
C 1.704 -1.090 -0.952
N 1.193 0.135 -0.404
C 1.429 1.393 -0.871
C 0.696 2.242 -0.153
N -0.115 1.439 0.636
C 0.278 0.197 0.530
C -1.217 1.891 1.504
H 1.604 -0.569 -3.072
H 0.122 -1.384 -2.386
H 1.626 -2.227 -2.712
H 2.795 -1.055 -0.995
H 1.350 -1.857 -0.267
H 2.137 1.601 -1.666
H 0.465 3.292 -0.175
H -0.162 -0.611 1.090
H -0.990 1.623 2.535
H -2.116 1.342 1.206
H -1.392 2.955 1.381
C -4.484 0.065 -2.396
C -3.330 0.420 -1.481
N -3.314 1.869 -1.250
C -2.474 2.766 -1.798
C -2.631 3.944 -1.180
N -3.629 3.717 -0.271
C -3.989 2.480 -0.301
C -4.276 4.700 0.521
H -4.543 -1.012 -2.557
H -4.361 0.622 -3.325
H -5.470 0.292 -1.982
H -2.359 0.084 -1.834
H -3.443 -0.089 -0.518
H -1.778 2.465 -2.562
H -2.293 4.958 -1.291
H -4.807 2.102 0.284
H -3.569 5.347 1.021
H -4.854 4.163 1.275
H -4.998 5.195 -0.119
Cl 4.563 2.025 -2.675
P 2.539 -5.604 -4.255
F 3.695 -6.644 -3.872
F 3.114 -5.526 -5.735
F 1.563 -6.829 -4.709
F 1.340 -4.559 -4.628
F 1.917 -5.765 -2.751
F 3.462 -4.416 -3.740
Br -1.925 -2.818 0.341
Br 0.231 5.622 1.193

Cartesian forces, eV/Å:
C -0.7 0.0 -0.7
C -0.1 0.4 1.0
N 0.4 1.0 -0.5
C -0.8 -0.2 -1.3
C -0.3 -0.4 1.0
N 0.4 -1.3 1.8
C 1.4 0.8 -0.4
C -1.0 1.2 -0.6
H 0.4 0.0 0.4
H 0.4 -0.3 0.0
H -0.2 0.2 0.0
H 0.2 0.1 -0.3
H -0.2 -0.2 -0.1
H -0.1 -0.1 0.3
H -0.3 -0.1 -0.2
H 0.1 -0.2 0.1
H 0.0 -0.3 0.5
H 0.0 -0.6 -0.5
H 0.5 0.2 -0.5
C -0.4 -0.4 -0.4
C 0.9 0.0 0.5
N 1.0 0.1 -1.8
C 1.3 -0.3 -1.7
C -1.4 1.0 2.5
N -0.1 -1.1 1.5
C -0.2 -1.1 -0.8
C 0.2 0.0 -1.0
H -0.1 0.1 0.1
H 0.0 0.2 0.2
H 0.2 -0.2 0.3
H -0.3 0.4 0.1
H -0.7 0.3 -0.3
H 0.3 0.0 0.1
H -0.1 0.1 0.0
H -0.2 0.0 0.1
H -0.1 0.0 -0.1
H -0.1 0.0 0.6
H 0.0 0.6 0.1
C 0.4 1.8 -0.1
C 1.6 0.2 -0.2
N -0.3 -0.9 -1.7
C -0.4 -0.7 0.5
C -0.3 0.9 -0.6
N 0.2 0.5 -0.2
C 0.4 -0.1 1.5
C -0.7 0.5 0.4
H -0.5 -0.7 -0.3
H -0.1 -0.1 -0.2
H -0.2 -0.6 0.5
H -0.7 -0.2 0.1
H -0.2 -0.1 0.3
H 0.0 0.0 -0.2
H 0.1 0.1 0.0
H 0.2 0.0 -0.1
H 0.2 -0.1 0.3
H 0.3 -0.1 -0.2
H 0.2 -0.1 0.1
C -0.2 0.7 0.5
C 1.7 0.7 0.3
N 0.7 -1.9 -1.3
C -0.8 -0.5 0.3
C 0.1 -1.9 1.2
N -0.1 1.7 0.6
C 0.2 1.6 -0.1
C -1.1 -0.1 -1.5
H 0.2 -0.2 -0.2
H 0.1 -0.2 0.1
H 0.0 -0.3 -0.1
H -0.6 0.2 -0.1
H -0.4 -0.1 -0.5
H 0.2 -0.1 -0.2
H -0.3 0.4 0.1
H -0.2 0.2 -0.2
H -0.3 0.3 0.9
H 0.6 -0.1 -0.1
H 0.2 -0.5 0.2
C -0.1 -0.7 -0.6
C 0.7 -0.4 -0.4
N 0.4 0.1 0.0
C 1.3 0.3 -1.2
C -2.3 0.3 0.0
N -0.3 1.6 1.3
C -0.9 -0.7 0.5
C 0.1 -0.7 -0.2
H -0.2 0.4 0.3
H 0.1 0.2 0.0
H -0.1 -0.4 -0.1
H 0.0 0.1 0.3
H 0.1 -0.3 -0.2
H 0.4 -0.1 -0.1
H 0.5 0.5 -0.1
H 0.0 -0.4 -0.2
H 0.0 0.3 0.0
H 0.1 0.0 0.1
H 0.4 0.2 0.1
C -0.1 -0.1 -0.2
C -0.7 -0.6 0.5
N 0.2 -1.4 0.5
C 1.8 -0.2 -1.5
C -0.7 1.0 0.2
N 0.9 1.2 0.2
C -1.4 -1.2 0.2
C -1.2 0.2 0.8
H 0.4 0.1 -0.3
H -0.2 -0.3 -0.2
H 0.2 0.4 0.2
H 0.1 0.3 -0.3
H 0.0 0.2 0.0
H 0.0 0.1 -0.1
H 0.6 -0.1 -0.2
H 0.1 -0.4 0.1
H 0.2 0.3 -0.2
H 0.0 0.2 0.1
H 0.1 0.6 0.1
Cl -0.4 -0.2 0.5
P -0.6 -1.5 -0.4
F 0.3 -0.5 0.4
F 0.0 0.5 -0.3
F 0.0 0.1 0.0
F 0.0 0.4 0.1
F -0.3 0.4 0.3
F 0.1 0.9 0.1
Br 0.1 0.4 -0.2
Br -0.5 -0.5 0.0

* max |F|: 0.05900 hartree/bohr
* total charge: +2
* E_LUMO: -4.09 eV
* HOMO: -0.375 Ha
* HOMO-LUMO gap: 6.12 eV


No. 2
Molecular formula: C36H66ClN12
Method: DFT, wB97M-V/def2-TZVPD

CARTESIAN COORDINATES (ANGSTROEM)
C 25.434 -12.069 -17.956
C 24.425 -12.494 -16.844
N 23.388 -11.478 -16.782
C 22.223 -11.376 -17.557
C 21.593 -10.202 -17.117
N 22.428 -9.529 -16.183
C 23.509 -10.314 -15.970
C 22.274 -8.146 -15.660
H 24.962 -11.782 -18.896
H 26.123 -12.872 -18.221
H 26.115 -11.282 -17.633
H 25.071 -12.466 -15.967
H 23.967 -13.483 -16.869
H 21.957 -12.111 -18.302
H 20.690 -9.756 -17.506
H 24.356 -10.060 -15.350
H 22.835 -7.439 -16.272
H 22.636 -7.986 -14.644
H 21.211 -7.907 -15.685
C 11.860 -12.910 -28.535
C 13.332 -13.400 -28.466
N 14.202 -13.029 -27.313
C 14.036 -13.591 -26.066
C 15.060 -13.033 -25.268
N 15.942 -12.389 -26.071
C 15.377 -12.321 -27.335
C 17.240 -11.868 -25.640
H 11.761 -11.827 -28.461
H 11.293 -13.143 -27.633
H 11.256 -13.207 -29.392
H 13.903 -13.041 -29.323
H 13.357 -14.485 -28.569
H 13.255 -14.319 -25.901
H 15.149 -13.270 -24.218
H 15.760 -11.869 -28.238
H 18.075 -12.492 -25.961
H 17.208 -11.847 -24.551
H 17.316 -10.833 -25.972
C 23.969 -19.563 -33.635
C 22.803 -18.642 -33.409
N 22.015 -18.836 -32.230
C 22.597 -19.328 -31.070
C 21.665 -19.325 -30.024
N 20.463 -18.911 -30.644
C 20.721 -18.605 -31.956
C 19.263 -18.881 -29.897
H 24.731 -19.120 -34.277
H 23.609 -20.470 -34.120
H 24.495 -19.897 -32.741
H 22.121 -18.553 -34.255
H 23.090 -17.603 -33.251
H 23.657 -19.536 -31.045
H 21.774 -19.435 -28.955
H 19.988 -18.293 -32.685
H 18.480 -18.883 -30.654
H 19.194 -17.975 -29.294
H 19.050 -19.733 -29.251
C 20.642 -15.632 -12.066
C 19.357 -16.354 -11.671
N 18.508 -16.198 -12.768
C 17.590 -15.175 -13.099
C 17.158 -15.395 -14.368
N 17.660 -16.562 -14.808
C 18.590 -16.970 -13.882
C 17.369 -17.192 -16.092
H 21.166 -16.127 -12.884
H 21.295 -15.641 -11.194
H 20.503 -14.587 -12.345
H 18.845 -16.108 -10.741
H 19.674 -17.396 -11.640
H 17.414 -14.387 -12.382
H 16.587 -14.841 -15.099
H 19.325 -17.734 -14.089
H 16.582 -16.655 -16.621
H 17.061 -18.237 -16.064
H 18.274 -17.118 -16.695
C 16.376 -25.138 -17.257
C 16.396 -25.357 -18.825
N 15.633 -24.352 -19.513
C 14.328 -24.081 -19.320
C 13.968 -23.079 -20.155
N 15.095 -22.652 -20.831
C 16.128 -23.495 -20.499
C 15.252 -21.513 -21.697
H 17.353 -24.772 -16.941
H 16.161 -26.086 -16.764
H 15.658 -24.372 -16.967
H 15.903 -26.307 -19.031
H 17.423 -25.499 -19.164
H 13.934 -24.667 -18.504
H 13.063 -22.491 -20.169
H 17.178 -23.469 -20.752
H 14.878 -21.935 -22.630
H 16.291 -21.246 -21.893
H 14.606 -20.655 -21.513
C 31.865 -9.962 -26.036
C 31.448 -10.725 -27.269
N 30.040 -11.055 -27.084
C 28.937 -10.250 -27.224
C 27.847 -11.022 -26.863
N 28.244 -12.319 -26.534
C 29.581 -12.294 -26.637
C 27.414 -13.466 -26.142
H 31.354 -10.261 -25.120
H 31.700 -8.892 -26.158
H 32.932 -10.051 -25.832
H 31.985 -11.671 -27.345
H 31.552 -10.121 -28.171
H 29.116 -9.207 -27.442
H 26.801 -10.795 -26.715
H 30.283 -13.110 -26.541
H 26.372 -13.150 -26.180
H 27.697 -13.944 -25.204
H 27.507 -14.269 -26.873
Cl 20.885 -16.757 -22.799

Cartesian forces, eV/Å:
C 0.0 -1.0 -0.5
C 1.7 0.6 -0.7
N -0.6 3.3 2.0
C 0.5 2.1 2.5
C 1.4 -0.4 -0.5
N 0.7 -1.9 -0.6
C -1.7 -1.9 -2.5
C -0.4 0.2 -0.2
H -0.2 0.1 0.1
H -0.2 -0.3 0.2
H -0.4 0.3 0.2
H -0.7 0.1 0.5
H 0.1 0.1 -0.5
H -0.1 0.1 0.2
H 0.1 0.1 0.2
H -0.1 -0.2 0.0
H -0.2 -0.2 -0.3
H 0.0 -0.7 0.0
H 0.2 0.0 0.0
C 0.2 1.1 1.6
C 0.0 0.2 -1.4
N 0.9 -0.2 0.5
C 1.6 2.1 0.5
C -2.0 -2.8 -0.7
N -1.6 0.4 -2.1
C -1.0 -1.3 1.3
C -0.3 0.6 0.4
H 0.6 0.3 -0.5
H 0.1 -0.8 0.0
H 0.6 -0.4 -0.1
H -0.3 0.1 -0.2
H 0.1 0.0 0.4
H 0.0 0.4 0.3
H 0.6 0.4 -0.1
H 0.2 0.1 0.3
H -0.2 0.1 -0.2
H 0.1 -0.1 -0.1
H 0.3 -0.2 -0.1
C 0.0 -1.0 -0.2
C -0.1 2.4 -1.1
N -1.2 -2.0 3.2
C -0.7 0.6 1.8
C 0.5 0.8 -3.4
N 3.5 -0.5 -0.4
C 0.0 -0.7 1.0
C -2.4 0.7 -0.4
H -0.3 0.2 0.0
H 0.1 -0.1 -0.1
H -0.1 0.3 0.0
H 0.1 -0.5 -0.1
H 0.8 0.1 -0.4
H -0.3 0.0 0.1
H -0.1 -0.3 -0.2
H 0.0 0.0 0.1
H -0.4 0.2 0.3
H 0.0 0.0 -0.1
H 0.7 -0.2 -0.2
C 0.7 0.7 1.4
C 2.1 -0.4 0.5
N -3.1 -0.3 -4.9
C 1.0 -0.2 0.8
C -1.0 0.6 0.1
N 2.3 -1.1 1.4
C -1.4 0.2 -0.1
C 0.6 0.2 -0.9
H -0.2 -0.2 0.0
H 0.3 0.1 -0.1
H -0.2 0.0 0.1
H 0.3 0.3 -0.1
H -0.5 -0.2 0.4
H -0.2 0.0 -0.2
H -0.4 0.3 0.7
H -0.3 -0.2 0.4
H 0.1 0.2 0.3
H 0.1 0.1 0.7
H -0.1 -0.1 -0.2
C 0.4 0.1 -1.1
C -0.3 -1.4 2.0
N 2.2 2.5 -3.4
C 0.3 -0.9 0.7
C -0.2 1.3 0.3
N 2.0 -2.0 1.9
C -2.3 -0.4 2.3
C -0.8 -0.5 -2.3
H 0.0 -0.1 0.1
H 0.0 0.2 0.1
H -0.2 -0.2 0.0
H 0.0 0.0 -0.1
H -0.2 0.6 -0.4
H -1.1 0.4 -0.4
H 0.0 -0.3 -0.2
H -0.2 0.2 -0.4
H 0.1 0.6 -0.6
H -0.1 0.0 0.6
H 0.3 -0.2 0.7
C 1.0 1.0 0.5
C -0.1 0.0 0.7
N -2.5 -3.3 0.6
C -0.2 -1.1 0.8
C -0.5 0.2 0.1
N 2.1 1.6 -0.2
C 1.3 1.4 -1.3
C -0.3 -0.4 -0.7
H -0.1 -0.3 -0.2
H -0.2 0.0 0.0
H 0.0 -0.1 -0.2
H 0.0 0.1 -0.3
H 0.1 -0.3 0.0
H -0.6 -0.1 -0.2
H 0.2 0.3 -0.3
H -0.3 -0.2 0.2
H 0.2 0.0 0.4
H 0.0 0.7 0.2
H 0.1 0.2 -0.3
Cl -0.2 0.1 0.0

* max |F|: 0.11353 hartree/bohr
* total charge: +5
* E_LUMO: -7.59 eV
* HOMO: -0.470 Ha
* HOMO-LUMO gap: 5.20 eV